[1]
Molecular formula: C25H28N6O2PtS3
Method: DFT, ωB97M-V/def2-TZVPD

The geometry in XYZ format:
```
65
Properties=species:S:1:pos:R:3:forces:R:3:nbo_charge:R:1
Pt 0.678016 0.237741 -0.176322 0.707 0.448 0.434 1.137
C 2.556023 0.865825 3.858930 0.087 0.001 0.019 -0.672
C 2.435763 0.480054 2.414975 -0.706 0.678 0.237 0.298
N 1.378065 0.897983 1.767166 0.471 -0.753 -0.814 -0.277
N 0.510843 1.674373 2.420982 -0.946 0.248 1.213 -0.371
C -0.134991 2.544603 1.717720 0.586 -0.162 -0.736 -0.102
S 0.193286 2.870520 0.051658 0.050 -0.299 -0.044 -0.184
S -1.264188 3.467086 2.712915 -0.304 0.059 0.176 0.418
C -2.638432 3.916327 1.577121 0.017 0.051 0.073 -0.590
C -3.373231 2.638824 1.381658 0.649 0.067 -0.212 0.263
C -4.425686 2.271688 2.193519 -0.569 -0.364 0.335 -0.182
C -5.159563 1.057685 2.128662 0.080 0.476 0.182 -0.136
C -4.927253 -0.025102 1.319651 0.201 -0.134 -0.273 0.013
C -3.834611 -0.157088 0.338713 -0.016 -0.210 -0.180 -0.270
C -2.811040 1.751741 0.345542 -0.137 0.153 -0.071 -0.351
C 3.498250 -0.200229 1.715767 0.370 -0.446 -0.219 -0.104
C 4.499484 -0.882280 2.410511 -0.483 0.223 0.050 -0.126
C 5.589529 -1.426172 1.765511 0.162 -0.053 -0.198 -0.116
C 5.764426 -1.255245 0.372147 0.022 -0.057 0.034 -0.178
C 4.831769 -0.588810 -0.354174 0.196 0.047 -0.182 -0.205
C 3.638270 -0.075276 0.259341 0.045 0.191 0.348 0.462
O 2.790938 0.499474 -0.467906 0.101 -0.214 -0.271 -0.547
H 2.665114 1.948601 3.936041 0.009 -0.005 0.002 0.264
H 3.405035 0.405414 4.348927 -0.004 0.004 -0.006 0.232
H 1.635519 0.607014 4.381758 0.017 0.001 0.001 0.261
H -2.237722 4.341919 0.660306 -0.027 -0.031 -0.034 0.274
H -3.206219 4.663039 2.129396 0.008 0.011 -0.004 0.267
H -4.752262 2.975214 2.951923 0.034 0.041 -0.046 0.245
H -6.004165 0.993297 2.804024 0.003 -0.038 -0.013 0.243
H -5.614700 -0.860872 1.386665 -0.039 0.045 0.085 0.243
H -3.828989 -1.134586 -0.141057 -0.079 -0.018 0.080 0.242
H -2.023963 2.265799 -0.181102 0.080 0.012 0.013 0.284
H 4.414434 -1.009630 3.479346 0.016 -0.010 -0.014 0.227
H 6.326681 -1.975235 2.335387 0.012 0.019 -0.004 0.240
H 6.644915 -1.659844 -0.108608 -0.007 0.007 -0.004 0.246
H 4.939642 -0.435732 -1.419672 -0.066 -0.003 0.009 0.248
C 1.517037 -1.550544 -4.688236 0.052 0.054 0.003 -0.713
C 0.806257 -0.730220 -3.643110 0.031 -0.229 0.139 0.705
O 1.269021 -0.594122 -2.509042 0.120 0.193 -0.237 -0.668
N -0.368538 -0.193520 -4.029815 -0.192 0.044 0.071 -0.600
C -1.063651 0.864669 -3.311673 0.148 -0.185 0.207 -0.256
C -1.847554 0.477827 -2.075917 -0.606 0.751 -0.522 0.176
C -3.126475 0.911480 -1.940045 0.533 -0.168 -0.029 -0.201
C -3.823998 1.076821 -0.641094 -0.165 -0.051 0.323 -0.192
C -2.456610 0.347511 0.886673 0.047 0.143 0.197 -0.240
C -1.371098 -0.387061 0.162489 -0.756 -0.083 -0.352 -0.018
N -1.160264 -0.276580 -1.157309 0.087 -0.858 0.503 -0.523
H 2.370838 -2.051463 -4.242040 -0.042 -0.016 0.030 0.247
H 1.877061 -0.894073 -5.481959 -0.008 -0.008 -0.007 0.256
H 0.846746 -2.282613 -5.140471 0.002 0.004 0.001 0.237
H -0.662573 -0.361931 -4.977325 0.032 -0.017 -0.030 0.415
H -1.730452 1.356660 -4.013930 0.007 0.051 0.001 0.235
H -0.323130 1.600788 -2.978973 -0.010 0.027 -0.051 0.231
H -3.619990 1.316574 -2.813822 0.034 0.031 -0.008 0.240
H -4.785339 1.571420 -0.757056 -0.006 -0.050 -0.059 0.243
H -2.329974 0.274037 1.966455 0.079 -0.038 -0.018 0.252
H -1.207384 -1.383805 0.570899 0.229 0.069 0.069 0.240
N 1.847037 -4.674893 -0.279022 -0.053 -0.116 -0.121 -0.754
C 1.181948 -3.530677 -0.422256 -0.069 0.060 0.184 0.348
N 0.324553 -3.401976 -1.430570 0.052 -0.062 -0.165 -0.766
S 1.393517 -2.293845 0.727188 -0.038 0.286 -0.057 -0.269
H 1.693457 -5.464092 -0.886300 -0.013 -0.001 0.009 0.410
H 2.423889 -4.813877 0.532046 0.030 0.062 0.014 0.430
H 0.244575 -4.107380 -2.145439 -0.033 0.012 -0.004 0.406
H -0.077879 -2.493267 -1.597753 -0.031 0.112 -0.056 0.435
```
Positions in Å, forces in eV/Å.

Output
Electronic energy = -2761.66620 hartree
Kohn-Sham gap (alpha / beta) = 6.53 / 4.59 eV
Spin multiplicity = 5
Net charge = +2
M = 735.82 u

***

[2]
Molecular formula: C4H33NO12
Method: DFT, ωB97M-V/def2-TZVPD

The geometry in XYZ format:
```
50
Properties=species:S:1:pos:R:3:forces:R:3:nbo_charge:R:1
N -0.943753 -2.718639 2.318712 0.365 -0.200 0.324 -0.845
C -1.529964 -1.407909 2.040531 0.869 -0.491 0.101 -0.256
C -2.234880 -1.329532 -1.790148 -0.164 -0.135 -0.497 -0.668
C -1.659510 -1.498834 -0.415216 -0.295 0.152 -0.576 -0.173
C -2.248587 -1.217842 0.734414 0.156 0.509 -0.167 -0.223
H -1.656169 -3.380984 2.553746 -0.293 -0.372 -0.019 0.352
H -0.343114 -3.137145 1.619008 -0.241 0.402 -0.264 0.359
H -0.697897 -0.709337 2.102846 0.080 0.352 -0.087 0.189
H -2.121966 -1.222065 2.920149 -0.620 0.378 0.106 0.196
H -2.954678 -2.102715 -2.078208 0.143 -0.188 0.275 0.218
H -2.768978 -0.402263 -1.939492 -0.073 0.284 0.237 0.244
H -1.453247 -1.365070 -2.544177 0.143 -0.050 -0.051 0.206
H -0.638281 -1.828568 -0.416149 0.461 -0.578 0.250 0.170
H -3.172592 -0.655340 0.682408 -0.314 -0.302 0.280 0.219
H -2.825494 1.798318 -0.818769 0.682 -0.098 -0.451 0.475
H -4.319910 1.922172 -0.763038 -0.339 0.039 -0.010 0.467
O -3.621272 1.268102 -0.807697 -0.590 0.062 0.188 -0.945
H -0.393556 1.978705 5.025051 -0.058 0.116 0.078 0.483
H -0.835794 1.591857 3.588889 0.630 -0.149 0.584 0.500
O -0.182746 1.393652 4.295413 -0.690 0.095 -0.702 -0.967
H 2.166497 -2.523664 -3.064315 -1.354 -0.127 0.367 0.483
H 1.235492 -2.865319 -1.902045 -0.067 -0.126 0.041 0.511
O 1.202593 -2.557907 -2.820660 1.376 -0.021 -0.665 -0.978
H 2.096433 -0.919364 4.247948 0.618 -0.159 -0.287 0.469
H 1.307554 0.307568 4.243532 0.906 0.443 -0.505 0.498
O 2.211615 -0.001230 3.968630 -1.540 -0.229 0.660 -0.976
H 1.210113 3.746633 -0.379663 -0.298 1.294 0.085 0.477
H 1.604066 2.481000 0.420673 0.010 -0.173 -1.104 0.524
O 1.377789 2.828862 -0.489136 0.556 -1.248 0.691 -0.992
H 1.075456 -0.549522 -1.459245 1.415 0.049 0.999 0.514
H 2.557773 -0.128686 -1.113934 0.639 0.745 -1.128 0.509
O 1.835328 -0.672584 -0.823335 -1.843 -0.626 0.099 -1.011
H -1.945719 2.864116 0.176928 0.382 -0.420 -0.393 0.472
H -1.931709 4.073986 1.006921 0.414 -0.266 0.361 0.462
O -1.511438 3.197597 0.960271 -0.518 1.011 0.649 -0.943
H 2.302764 1.017986 -2.894376 0.879 -0.096 0.448 0.487
H 3.049443 1.862888 -1.880914 0.032 0.314 0.234 0.494
O 3.183316 1.095324 -2.445996 -0.946 -0.065 -0.519 -0.974
H 2.215096 0.948658 2.107837 0.315 -0.462 -0.242 0.508
H 2.363820 0.249093 0.697867 -0.464 0.301 0.464 0.495
O 2.460057 1.088678 1.176546 0.055 0.312 0.496 -0.998
H 2.194914 -2.277602 -0.143153 -0.104 0.396 -0.823 0.496
H 2.243287 -3.363953 0.808237 -0.075 -0.780 -0.213 0.473
O 2.157920 -3.246639 -0.149622 0.106 0.188 1.033 -0.983
H 0.715687 -0.884954 -3.498361 -0.017 -0.271 0.046 0.511
H 0.899494 0.347600 -4.440852 -0.504 -0.395 0.951 0.483
O 0.576676 0.075912 -3.549027 0.465 0.738 -1.071 -0.998
H -0.175076 2.362393 -1.127949 -0.340 0.261 -0.214 0.514
H -1.031770 1.960456 -2.362062 0.048 -0.345 -0.376 0.485
O -1.045062 2.506127 -1.579003 0.003 -0.067 0.317 -1.015
```
Positions in Å, forces in eV/Å.

Output
Electronic energy = -1129.82071 hartree
Relative energy (zero: lowest compared OMol25 entry of this formula, charge and spin) = 2.281 eV
Kohn-Sham gap = 8.98 eV
Net charge = 0
M = 287.30 u

***

[3]
Molecular formula: C22H23IrN4S3
Method: DFT, ωB97M-V/def2-TZVPD

The geometry in XYZ format:
```
53
Properties=species:S:1:pos:R:3:forces:R:3:nbo_charge:R:1
Ir 0.000000 0.000000 0.000000 -3.134 -1.895 -0.437 0.336
S -1.007336 1.951417 0.846636 -0.135 -0.682 0.556 0.096
C -1.778513 1.393609 2.243265 -1.699 1.055 2.620 0.087
N -2.637308 2.211844 3.011611 2.730 -2.136 -2.245 -0.316
C -3.371103 1.618361 4.121311 -0.116 -0.332 0.341 -0.241
C -2.437711 0.742833 4.926138 -0.249 0.541 0.133 -0.242
N -1.976247 -0.360568 4.094514 1.235 0.396 -4.266 -0.302
C -2.097474 -1.707279 4.678647 0.181 -0.650 0.158 -0.266
C -3.544114 -2.150216 4.771825 -0.703 0.042 0.195 0.005
C -4.320315 -2.316248 3.614407 -0.078 0.045 0.245 -0.253
C -5.658111 -2.704612 3.703619 0.282 0.087 0.038 -0.181
C -6.234554 -2.939034 4.949562 0.134 0.026 0.101 -0.184
C -5.473016 -2.789219 6.106782 0.098 -0.005 -0.206 -0.187
C -4.134836 -2.398766 6.019597 -0.042 0.110 -0.247 -0.233
C -1.545177 -0.089696 2.776242 -1.981 0.965 3.445 0.086
S -0.844857 -1.272008 1.792073 0.469 1.166 -1.038 0.257
C -2.779813 3.668566 2.845917 -0.052 0.570 -0.342 -0.247
C -2.068143 4.430648 3.945881 0.127 0.182 0.666 -0.101
C -0.674706 4.347740 4.090902 -0.159 0.074 0.195 -0.166
C -0.023275 5.034274 5.116925 -0.200 -0.125 -0.182 -0.214
C -0.754725 5.817683 6.006507 -0.156 -0.028 -0.075 -0.183
C -2.137595 5.917746 5.868105 0.129 -0.087 -0.153 -0.189
C -2.791553 5.229959 4.843279 0.230 -0.170 -0.021 -0.198
H -4.196738 1.036598 3.695091 0.015 -0.050 0.238 0.238
H -3.801060 2.396413 4.759487 0.275 0.033 -0.252 0.262
H -2.949213 0.366534 5.817348 0.083 -0.208 -0.322 0.263
H -1.552088 1.299309 5.254504 -0.184 0.104 0.037 0.239
H -1.636855 -1.669961 5.673571 -0.138 0.064 -0.158 0.242
H -1.541859 -2.461147 4.115915 0.168 0.390 -0.232 0.242
H -3.887990 -2.143575 2.631353 0.014 -0.023 0.074 0.206
H -6.248225 -2.827417 2.798752 0.130 0.009 0.157 0.232
H -7.275534 -3.244273 5.017779 0.188 0.057 -0.004 0.238
H -5.921643 -2.979326 7.078470 0.121 0.039 -0.163 0.238
H -3.557980 -2.288496 6.935075 -0.004 -0.005 -0.138 0.222
H -3.854198 3.890586 2.850698 0.187 -0.089 0.085 0.241
H -2.403100 4.020651 1.882749 0.015 -0.492 -0.051 0.248
H -0.083830 3.746105 3.404205 -0.085 0.042 0.001 0.195
H 1.056672 4.959346 5.218355 -0.196 0.021 -0.039 0.229
H -0.246146 6.353530 6.803324 -0.096 -0.087 -0.131 0.237
H -2.707349 6.534330 6.558623 0.073 -0.118 -0.150 0.238
H -3.871592 5.322956 4.752668 0.127 -0.044 -0.055 0.222
S 1.044235 -1.992169 -0.889079 -1.053 -0.247 1.237 -0.069
C 1.865221 -1.111362 -2.055145 1.583 1.540 -1.876 0.249
N 3.115773 -0.628111 -1.733925 -0.871 -0.169 -0.606 -0.494
C 3.885499 0.102570 -2.594701 0.802 -0.094 1.086 0.079
C 3.438102 0.383537 -3.818294 -2.593 -0.857 -1.034 -0.270
C 2.098926 -0.153354 -4.114707 2.300 1.629 -1.328 0.181
N 1.365360 -0.844700 -3.306670 -0.071 -0.744 1.933 -0.429
H 3.452040 -0.844183 -0.802317 0.077 -0.058 -0.070 0.453
H 4.854033 0.430553 -2.232866 -0.114 -0.128 0.129 0.255
H 3.978371 0.952503 -4.559280 0.059 -0.029 0.106 0.275
H 1.715191 0.070959 -5.123523 -0.096 -0.284 0.573 0.235
H -1.423574 -0.339221 -0.911909 2.375 0.651 1.470 0.139
```
Positions in Å, forces in eV/Å.

Output
Electronic energy = -2369.47724 hartree
Kohn-Sham gap = 6.13 eV
Net charge = +2
M = 631.87 u

***

- What is the M in the second record?
  287.30 u

***

- Among the records above, which one has the highest electronic energy?
  C4H33NO12

***

- Which of these has the highest electronic energy?
  C4H33NO12